1.
Below is 13 unconnected molecules or ions with the total composition C5H37N2O13, with properties calculated with ωB97M-V/def2-TZVPD.

Summary:
Energy relative to the best compared isomer or geometry (same formula, charge and spin) in kJ/mol: 454.8
LUMO level in Eh: 0.097
Total energy in eV: -35383.3424
Molar mass in g/mol: 333.35
Orbital gap in eV: 9.38

```
! wB97M-V def2-TZVPD RIJCOSX def2/J DEFGRID3
* xyz -1 1
O -3.670 -0.361 0.340
O -1.113 -2.606 3.028
O 0.475 -3.354 0.332
O 3.636 -1.811 -1.115
O 4.158 0.059 0.861
O -3.399 2.260 0.125
O -1.088 4.028 0.027
O -2.631 -1.297 -2.168
O 2.992 2.710 -0.538
O 2.384 -2.710 2.050
O 3.510 -0.293 3.616
O -1.691 -2.088 0.201
O 0.768 3.055 -2.182
N -0.629 1.406 2.450
N -0.691 0.655 -1.165
C -1.128 1.532 1.109
C -0.692 -0.416 -3.316
C -1.725 -1.554 -3.238
C 0.098 -0.223 -2.037
C -0.117 0.895 0.137
H -0.178 -2.730 3.231
H -1.167 -2.294 2.094
H -3.392 0.178 1.080
H 2.698 -1.705 -1.251
H -1.510 0.071 -1.142
H 4.048 -1.160 -0.509
H -1.554 3.239 0.033
H -0.448 -2.821 0.247
H 0.193 2.262 -1.995
H -2.385 -1.423 -4.086
H 3.526 2.714 -1.334
H -0.689 2.287 3.017
H -2.285 -1.604 -1.296
H 3.568 0.099 1.635
H 3.187 -1.192 3.747
H 2.888 0.013 2.977
H 1.495 -2.539 1.660
H -2.100 -2.897 0.625
H -3.975 2.517 -0.622
H -1.313 0.475 -3.325
H -3.097 1.371 -0.109
H 2.088 2.903 -0.900
H -0.534 3.976 0.836
H -1.060 2.573 0.834
H 2.614 -3.539 1.592
H 1.068 -2.842 -0.222
H 0.344 -1.190 -1.611
H 1.051 0.253 -2.213
H -1.009 0.636 3.053
H 0.147 3.725 -1.895
H 0.678 1.585 0.045
H 3.870 0.794 0.296
H 0.352 0.021 0.567
H -1.216 -2.524 -3.088
H -2.110 1.076 0.880
H -0.091 -0.459 -4.206
H -3.076 -1.134 0.426
*
```



2.
Below is 13 unconnected molecules or ions with the total composition C5H37NO13, with properties calculated with ωB97M-V/def2-TZVPD.

Summary:
Energy relative to the best compared isomer or geometry (same formula, charge and spin) in kJ/mol: 0.0
LUMO level in Eh: 0.005
Total energy in eV: -33895.9860
Molar mass in g/mol: 319.35
Orbital gap in eV: 9.68

```
! wB97M-V def2-TZVPD RIJCOSX def2/J DEFGRID3
* xyz 0 1
O 2.138 3.152 0.344
O 0.598 3.171 2.542
O -3.716 1.049 1.745
O -1.774 -2.787 0.139
O 3.680 -1.441 0.278
O 1.568 -2.106 1.902
O -4.086 -1.295 0.417
O 1.776 3.515 -2.359
O 3.200 1.309 -1.540
O 0.045 -3.844 -1.655
O -1.494 1.498 3.188
O 2.496 -1.314 -2.109
O 0.425 -4.406 0.930
N 0.280 -0.840 0.390
C -0.509 0.385 0.144
C -1.480 1.973 -1.475
C -0.712 0.663 -1.349
C 0.714 -0.981 1.791
C -1.459 -0.466 -2.050
H -1.704 2.223 -2.519
H 3.310 -1.591 -0.614
H 1.494 3.092 1.104
H -2.465 1.895 -1.006
H 3.940 -0.526 0.238
H 1.683 3.510 -1.382
H -1.840 1.683 4.074
H -0.873 -1.380 -2.032
H 0.302 -4.236 -0.786
H 3.107 -1.665 -2.769
H -3.753 0.211 1.195
H -1.111 -2.081 0.266
H -0.037 1.266 0.593
H -3.266 -1.871 0.354
H 0.878 3.475 -2.669
H -4.369 -1.197 -0.486
H 1.063 -0.873 -0.254
H -0.225 2.623 2.643
H -2.279 1.339 2.608
H -2.407 -0.675 -1.551
H -0.154 -1.217 2.397
H -1.467 0.240 0.642
H 2.805 3.814 0.583
H 0.902 -3.613 1.275
H 1.051 3.131 3.397
H -0.975 2.825 -1.020
H 1.235 -0.108 2.201
H -0.507 -4.149 1.013
H 2.374 -1.918 1.356
H 2.854 1.702 -0.698
H 2.669 -0.336 -1.984
H 2.841 1.945 -2.195
H -4.578 1.056 2.184
H 0.277 0.747 -1.812
H 0.705 -3.135 -1.839
H -1.484 -3.233 -0.691
H -1.684 -0.206 -3.087
*
```



3.
Below is 13 unconnected molecules or ions with the total composition C5H37NO13, with properties calculated with ωB97M-V/def2-TZVPD.

Summary:
Energy relative to the best compared isomer or geometry (same formula, charge and spin) in kJ/mol: 375.2
LUMO level (alpha / beta) in Eh: -0.107 / -0.294
Total energy in eV: -33879.9609
Molar mass in g/mol: 319.35
Orbital gap (alpha / beta) in eV: 10.91 / 5.81
<S²>: 0.755

```
! wB97M-V def2-TZVPD RIJCOSX def2/J DEFGRID3
* xyz 1 2
O -3.208 -1.220 1.747
O -0.228 -2.393 3.201
O 1.859 -1.042 -4.025
O -1.354 -0.643 -4.768
O -0.082 -3.784 0.938
O -1.576 0.949 -1.946
O 2.789 1.106 -2.822
O 1.077 -2.705 -0.978
O 1.098 3.479 0.154
O -0.274 3.887 2.579
O -2.533 1.328 2.606
O -0.975 -2.436 -2.890
O -1.186 -1.260 -0.376
N 0.390 0.970 0.188
C 0.793 0.277 1.336
C 1.815 1.135 2.207
C -1.596 1.927 -0.970
C -1.058 1.447 0.409
C 3.252 0.576 2.124
H -0.079 -0.123 1.975
H 1.345 -0.750 0.985
H 0.996 -1.268 -4.453
H 2.077 -1.878 -3.582
H -0.805 -3.655 0.193
H 1.103 2.549 0.616
H -1.072 2.434 1.135
H 0.938 -3.419 -1.602
H 3.499 0.165 1.098
H -0.928 1.132 -2.713
H -1.156 2.772 -1.363
H -1.954 -1.155 0.222
H -1.942 -0.161 -4.179
H 0.324 -2.037 -1.026
H 0.580 0.450 -0.638
H -1.689 0.578 0.958
H -1.722 -2.311 -2.361
H 0.019 -3.392 3.274
H 1.390 1.191 3.278
H -1.100 -1.494 -4.208
H 3.437 -0.032 3.075
H -2.667 2.285 2.452
H 0.035 4.564 2.042
H -2.717 2.021 -0.924
H 1.461 3.108 -0.667
H 4.017 1.229 2.266
H -1.108 -3.356 -3.221
H -1.220 -0.438 -0.931
H 2.549 0.607 -3.547
H -1.932 1.237 3.338
H -3.722 -0.897 2.625
H 0.659 -3.189 0.591
H 0.280 3.109 2.237
H 3.125 0.562 -2.073
H -2.495 -1.795 2.039
H -0.101 -2.400 2.263
H 1.570 2.158 2.113
*
```



Question: What is the total energy in the third record?
Answer: -33879.9609 eV



Question: Which formula does entry 2 have?
Answer: C5H37NO13



Question: Which of these has the highest total energy?
Answer: number 3



Question: Look up the molar mass of the first one.
Answer: 333.35 g/mol